(1)
{
  "formula": "C11H39CrN15O8",
  "method": "the ωB97M-V functional and the def2-TZVPD basis",
  "symbols": ["N", "O", "H", "O", "H", "N", "N", "N", "C", "H", "H", "N", "O", "H", "H", "H", "N", "H", "C", "H", "H", "H", "H", "H", "H", "H", "N", "O", "H", "H", "H", "H", "N", "N", "N", "H", "H", "H", "N", "H", "O", "H", "C", "O", "C", "H", "N", "C", "C", "H", "O", "H", "H", "N", "H", "C", "C", "H", "C", "H", "O", "Cr", "H", "H", "H", "H", "C", "N", "H", "H", "C", "H", "H", "N"],
  "xyz": [[-2.907, 1.956, 1.734], [0.395, 1.924, 0.921], [1.460, 2.207, 3.181], [1.051, -1.543, -0.942], [1.358, 3.935, 3.126], [4.374, 1.326, 1.196], [2.368, -3.401, -1.074], [-2.437, -3.120, 1.878], [-1.796, -2.386, -2.051], [-2.802, -2.635, -1.706], [-3.640, 2.632, -4.225], [0.580, 1.818, -3.733], [-0.512, -2.184, 1.070], [0.042, 4.959, 1.788], [2.352, -2.943, -3.383], [-2.765, 2.340, 0.816], [4.600, -0.033, -0.604], [1.388, -1.178, 5.125], [3.743, 0.603, 0.227], [3.551, -0.364, 2.836], [1.420, 3.771, -2.893], [-3.653, 2.425, 2.225], [-3.075, -0.995, -3.781], [-2.868, -3.966, 2.210], [5.602, 0.017, -0.566], [0.868, 2.628, -4.246], [0.109, 4.195, 1.139], [2.523, 0.550, 0.122], [2.631, -3.306, -0.108], [-4.129, 1.121, -4.828], [1.221, -1.652, -3.463], [4.111, -0.789, -1.055], [1.069, 3.040, 2.771], [1.620, -2.411, -2.940], [2.852, -0.309, 3.561], [-1.829, -2.883, -3.022], [-3.013, -2.358, 1.570], [-0.729, -0.503, -2.778], [0.921, -1.095, 4.242], [-0.261, 4.323, 0.211], [-2.655, 1.016, -3.386], [0.497, -4.319, 1.747], [0.490, 2.978, 1.568], [1.111, -0.441, 2.044], [-2.851, -0.323, -2.948], [-3.731, -0.260, -2.297], [1.269, 3.172, -2.108], [1.587, -0.628, 3.152], [0.874, 1.902, -2.416], [0.528, 0.964, -4.263], [0.642, 1.064, -1.540], [-1.030, -5.020, 2.300], [-2.129, 0.046, 4.139], [-0.497, -4.277, 1.882], [-4.581, 1.725, -3.105], [-1.123, -3.154, 1.553], [1.680, -2.385, -1.609], [3.788, 1.733, 1.904], [-3.838, 1.610, -3.897], [-0.057, -1.334, 4.276], [-1.393, 0.289, 1.702], [0.151, 0.027, 0.249], [5.323, 1.644, 1.094], [3.033, -0.053, 4.512], [2.637, -4.216, -1.598], [-0.973, -2.736, -1.433], [-2.316, 0.902, 2.293], [-1.595, -0.205, -0.884], [-2.000, 0.709, -1.105], [1.493, 3.433, -1.164], [-1.600, -0.844, -2.225], [-3.437, 1.201, 3.935], [-2.440, -0.624, -0.496], [-2.650, 0.690, 3.572]],
  "total_energy_ev": -79177.256,
  "multiplicity": 4,
  "charge": 3,
  "relative_energy_kj_mol": 0.0,
  "lumo_energy_ev": [-9.31, -7.85]
}

=====

(2)
{
  "formula": "C4H13NO3",
  "method": "the ωB97M-V functional and the def2-TZVPD basis",
  "symbols": ["O", "H", "C", "H", "O", "H", "N", "H", "H", "H", "H", "C", "O", "C", "H", "H", "H", "H", "C", "H", "H"],
  "xyz": [[-2.210, 0.762, -1.391], [1.807, -1.698, -1.776], [1.705, -1.439, -0.714], [-0.268, 2.337, -0.095], [-0.276, -1.206, 2.474], [-2.347, 1.080, -0.489], [1.319, -0.057, -0.452], [-0.890, -0.559, -2.177], [1.690, 0.552, -1.170], [0.910, -2.090, -0.424], [2.661, -1.681, -0.252], [-0.115, 0.170, -0.287], [-1.537, 1.522, 1.200], [-0.864, 0.370, -1.613], [0.562, 1.609, 1.272], [0.237, -0.619, 3.039], [-0.564, -0.576, 0.360], [-1.524, 0.762, 1.801], [-0.240, 1.452, 0.552], [0.336, -1.915, 2.252], [-0.391, 1.224, -2.109]],
  "total_energy_ev": -11990.411,
  "relative_energy_kj_mol": 198.8,
  "smiles": "CNC(CO)CO.O",
  "lumo_energy_ev": 0.50
}

=====

(3)
{
  "formula": "C3H8FN3S",
  "method": "the ωB97M-V functional and the def2-TZVPD basis",
  "symbols": ["F", "S", "H", "C", "H", "N", "C", "N", "H", "H", "H", "H", "H", "C", "H", "N"],
  "xyz": [[0.823, -2.086, -0.809], [-3.112, -0.522, 0.116], [0.343, 2.682, 0.290], [1.665, -0.701, 0.947], [-3.709, -1.682, -0.245], [-0.737, 1.098, -0.098], [0.870, -0.786, -0.348], [-1.500, -1.113, -0.129], [2.610, -1.277, 0.808], [1.312, -0.179, -1.113], [1.890, 0.333, 1.209], [1.091, -1.154, 1.803], [0.283, 2.301, -1.360], [-0.544, -0.268, -0.194], [-1.643, 1.410, -0.484], [0.358, 1.944, -0.394]],
  "total_energy_ev": -21262.317,
  "relative_energy_kj_mol": 0.0,
  "smiles": "C[C@@H](F)/C(=N/S)NN",
  "lumo_energy_ev": 0.70
}